# 1
{"formula": "C2H2ClO2P", "method": "ωB97M-V with the def2-TZVPD basis set", "fmax_ev_per_a": 4.3, "relative_energy_ev": 5.280, "symbols": ["C", "C", "O", "O", "P", "Cl", "H", "H"], "xyz": [[-1.179, 1.160, -0.836], [0.256, -0.906, 1.130], [-1.242, 0.843, 0.288], [1.239, 1.627, -1.446], [0.257, 0.698, -2.001], [0.242, -1.311, -0.537], [-0.581, -1.409, 1.623], [1.009, -0.703, 1.780]], "forces_ev_per_a": [[-0.3, -0.4, 1.3], [-3.8, -1.6, -1.2], [-0.8, 1.0, -0.4], [0.9, 0.6, 0.3], [-0.3, 0.0, -1.4], [1.1, -0.7, 1.0], [0.1, 0.4, -0.4], [2.9, 0.8, 0.7]]}


# 2
{"formula": "C21H26B2I2O4Rh", "method": "ωB97M-V with the def2-TZVPD basis set", "s2": 6.025, "fmax_ev_per_a": 0.5, "spin_multiplicity": 5, "charge": 1, "relative_energy_ev": 0.000, "symbols": ["Rh", "I", "C", "I", "H", "H", "C", "C", "C", "C", "C", "C", "C", "C", "O", "B", "O", "C", "C", "H", "H", "H", "H", "H", "H", "H", "H", "H", "H", "H", "H", "C", "C", "C", "C", "C", "C", "C", "C", "O", "B", "O", "C", "C", "H", "H", "H", "H", "H", "H", "H", "H", "H", "H", "H", "H"], "xyz": [[2.112, 2.261, 2.839], [0.940, 2.709, 4.984], [4.208, 4.670, 4.580], [4.358, 3.894, 2.676], [4.896, 4.289, 5.314], [3.617, 5.562, 4.693], [0.528, -5.593, 0.145], [1.943, -5.138, -0.242], [2.910, -6.288, 0.032], [1.986, -4.817, -1.743], [2.295, -3.878, 0.548], [3.392, -3.825, 1.416], [3.732, -2.689, 2.145], [2.919, -1.596, 1.971], [2.993, -0.340, 2.556], [1.935, 0.357, 2.015], [1.201, -0.388, 1.134], [1.828, -1.625, 1.115], [1.490, -2.742, 0.394], [0.260, -6.489, -0.416], [-0.219, -4.830, -0.074], [0.471, -5.827, 1.209], [2.611, -7.156, -0.556], [2.902, -6.585, 1.082], [3.933, -6.036, -0.252], [1.730, -5.707, -2.320], [2.983, -4.491, -2.043], [1.277, -4.034, -2.012], [4.013, -4.700, 1.536], [4.582, -2.673, 2.811], [0.632, -2.731, -0.263], [-4.173, 1.557, -2.699], [-4.144, 2.951, -2.056], [-4.426, 3.987, -3.144], [-5.252, 3.049, -0.998], [-2.789, 3.166, -1.382], [-1.937, 4.215, -1.736], [-0.696, 4.423, -1.136], [-0.342, 3.533, -0.155], [0.812, 3.489, 0.626], [0.632, 2.385, 1.421], [-0.560, 1.754, 1.221], [-1.172, 2.488, 0.213], [-2.394, 2.277, -0.373], [-5.136, 1.391, -3.186], [-4.035, 0.766, -1.962], [-3.389, 1.459, -3.452], [-5.398, 3.781, -3.592], [-3.682, 3.952, -3.941], [-4.459, 5.001, -2.740], [-6.226, 2.889, -1.461], [-5.255, 4.033, -0.528], [-5.131, 2.300, -0.214], [-2.239, 4.901, -2.513], [-0.053, 5.241, -1.428], [-3.015, 1.451, -0.059]], "forces_ev_per_a": [[0.4, 0.2, 0.3], [0.0, 0.0, -0.1], [0.0, 0.0, -0.1], [0.0, 0.0, 0.1], [0.0, 0.0, 0.0], [0.0, 0.0, 0.0], [0.0, 0.0, 0.0], [0.0, 0.0, 0.0], [0.0, 0.0, 0.0], [0.0, 0.0, 0.0], [0.0, 0.0, 0.0], [0.0, 0.0, 0.0], [0.0, 0.1, 0.0], [-0.1, -0.1, -0.1], [0.1, 0.1, 0.1], [-0.2, -0.1, -0.3], [0.0, 0.0, 0.1], [0.2, -0.1, 0.1], [0.0, 0.0, 0.0], [0.0, 0.0, 0.0], [0.0, 0.0, 0.0], [0.0, 0.0, 0.0], [0.0, 0.0, 0.0], [0.0, 0.0, 0.0], [0.0, 0.0, 0.0], [0.0, 0.0, 0.0], [0.0, 0.0, 0.0], [0.0, 0.0, 0.0], [0.0, 0.0, 0.0], [0.0, 0.0, 0.0], [0.0, 0.0, 0.0], [0.0, 0.0, 0.0], [0.0, 0.0, 0.0], [0.0, 0.0, 0.0], [0.0, 0.0, 0.0], [0.0, 0.0, 0.0], [0.0, 0.0, 0.0], [0.0, 0.0, 0.0], [-0.1, -0.1, 0.0], [0.1, 0.1, -0.2], [-0.2, -0.2, -0.1], [-0.1, 0.0, 0.1], [0.0, 0.1, 0.0], [0.0, 0.0, 0.0], [0.0, 0.0, 0.0], [0.0, 0.0, 0.0], [0.0, 0.0, 0.0], [0.0, 0.0, 0.0], [0.0, 0.0, 0.0], [0.0, 0.0, 0.0], [0.0, 0.0, 0.0], [0.0, 0.0, 0.0], [0.0, 0.0, 0.0], [0.0, 0.0, 0.0], [0.0, 0.0, 0.0], [0.0, 0.0, 0.0]]}


# 3
{"formula": "C5H13B3KO5Si", "method": "ωB97M-V with the def2-TZVPD basis set", "fmax_ev_per_a": 4.2, "charge": 1, "e_tot_ha": -1538.56062, "symbols": ["C", "Si", "C", "C", "B", "O", "B", "O", "B", "C", "C", "O", "O", "O", "H", "H", "H", "H", "H", "H", "H", "H", "H", "H", "H", "H", "H", "K"], "xyz": [[2.621, -1.362, -0.425], [1.728, 0.287, -0.199], [2.768, 1.731, -0.764], [1.322, 0.436, 1.666], [-0.053, 0.229, -1.200], [-0.345, 1.060, -2.258], [-1.511, 1.795, -2.091], [-2.268, 1.496, -0.968], [-2.280, 0.189, -0.520], [-3.508, -0.381, 0.262], [-3.142, -1.552, 1.131], [-3.251, -1.608, 2.317], [-2.680, -2.619, 0.383], [-1.109, -0.541, -0.735], [2.333, -1.841, -1.362], [2.328, -2.078, 0.356], [3.711, -1.268, -0.418], [2.319, 2.203, -1.640], [3.784, 1.426, -1.025], [2.845, 2.497, 0.013], [0.256, 0.296, 1.874], [1.643, 1.401, 2.072], [1.847, -0.327, 2.195], [-1.848, 2.620, -2.866], [-3.919, 0.424, 0.878], [-4.293, -0.691, -0.437], [-1.724, -2.587, 0.277], [2.427, -1.236, 3.485]], "forces_ev_per_a": [[-0.1, -0.2, 0.1], [-0.2, -0.2, -0.4], [0.1, 0.1, 0.1], [-0.3, 0.5, -0.5], [0.1, -0.2, -0.2], [0.0, 0.6, 0.2], [0.2, -0.3, 0.1], [-0.6, -0.1, -0.4], [0.4, 0.1, -0.2], [-0.1, 0.2, 0.4], [0.0, -0.1, -0.4], [0.2, 0.1, 0.0], [-0.3, -0.2, 0.2], [-0.1, 0.2, 0.7], [0.1, 0.1, 0.0], [0.0, 0.0, -0.1], [-0.1, 0.0, 0.0], [0.1, 0.0, 0.0], [-0.1, 0.0, 0.0], [0.0, 0.0, -0.1], [0.1, 0.1, 0.0], [-0.1, 0.0, 0.0], [-1.1, 1.8, -2.6], [0.1, 0.0, 0.0], [-0.1, -0.1, 0.0], [0.2, 0.0, 0.0], [0.0, 0.1, -0.1], [1.4, -2.3, 3.2]]}


# 4
{"formula": "C16H28N2OSi", "method": "ωB97M-V with the def2-TZVPD basis set", "fmax_ev_per_a": 1.9, "relative_energy_ev": 0.000, "smiles": "Cc1ccc(N2CCN(CCO[Si](C)(C)C)CC2)cc1", "symbols": ["C", "C", "C", "C", "C", "N", "C", "C", "N", "C", "C", "O", "Si", "C", "C", "C", "C", "C", "C", "C", "H", "H", "H", "H", "H", "H", "H", "H", "H", "H", "H", "H", "H", "H", "H", "H", "H", "H", "H", "H", "H", "H", "H", "H", "H", "H", "H", "H"], "xyz": [[2.172, -0.623, 6.461], [2.055, -0.207, 5.038], [0.822, -0.054, 4.433], [0.719, 0.479, 3.151], [1.867, 0.730, 2.378], [1.759, 1.107, 1.016], [2.787, 0.812, 0.016], [2.175, 0.042, -1.167], [0.985, 0.763, -1.694], [0.389, 0.117, -2.918], [-0.401, -1.150, -2.599], [-1.579, -0.935, -1.884], [-3.023, -0.812, -2.708], [-2.823, 0.612, -3.939], [-3.607, -2.344, -3.628], [-4.273, -0.386, -1.437], [-0.034, 1.164, -0.711], [0.614, 1.850, 0.449], [3.114, 0.554, 3.016], [3.193, 0.108, 4.313], [1.512, -1.424, 6.692], [1.857, 0.193, 7.125], [3.159, -0.901, 6.792], [-0.083, -0.231, 5.000], [-0.249, 0.504, 2.674], [3.579, 0.257, 0.526], [3.234, 1.759, -0.333], [2.882, -0.064, -1.980], [1.891, -0.959, -0.841], [-0.210, 0.866, -3.432], [1.185, -0.069, -3.629], [0.247, -1.881, -2.115], [-0.686, -1.633, -3.545], [-3.676, 0.705, -4.615], [-1.908, 0.401, -4.500], [-2.758, 1.582, -3.404], [-2.737, -2.810, -4.088], [-4.138, -3.067, -3.010], [-4.301, -2.067, -4.418], [-5.144, 0.075, -1.886], [-3.744, 0.345, -0.822], [-4.566, -1.191, -0.759], [-0.758, 1.790, -1.275], [-0.633, 0.329, -0.357], [-0.121, 2.122, 1.209], [1.059, 2.790, 0.149], [4.030, 0.732, 2.477], [4.160, 0.019, 4.780]], "forces_ev_per_a": [[-0.3, 0.8, 0.7], [0.5, 0.0, 0.2], [-0.1, 0.9, -0.3], [0.3, -0.7, -0.3], [-0.1, 0.1, -0.5], [-0.5, -0.5, 0.3], [-0.3, 0.3, 0.6], [-1.1, 0.6, 0.3], [0.2, -0.2, -1.0], [0.4, 0.8, 1.7], [0.4, -0.4, -1.6], [-0.7, -0.2, 0.3], [-0.6, 0.2, -0.4], [-0.3, 0.0, 0.6], [0.5, 0.2, 0.0], [0.4, 0.2, 0.7], [0.1, -0.6, -0.9], [0.9, 0.5, 1.0], [-0.4, 0.1, -0.9], [-0.3, -0.1, 0.1], [-0.6, -0.9, 0.2], [0.1, 0.0, -0.1], [0.5, -0.1, -0.2], [-0.1, -0.2, 0.0], [-0.2, 0.2, 0.0], [-0.1, -0.2, -0.4], [-0.1, -0.2, -0.1], [0.2, 0.1, -0.2], [0.1, -0.3, 0.3], [-0.4, 0.1, 0.3], [0.4, -0.5, 0.0], [-0.1, 0.1, 0.4], [0.4, 0.0, -0.2], [0.1, -0.2, -0.1], [-0.2, 0.4, -0.2], [0.3, -0.5, -0.3], [-0.1, -0.3, -0.2], [0.2, 0.0, 0.2], [0.0, 0.2, -0.2], [-0.3, 0.1, 0.0], [-0.3, 0.3, 0.2], [0.0, 0.0, -0.2], [0.4, 0.1, 0.5], [0.1, -0.3, 0.3], [0.1, -0.3, 0.1], [-0.1, 0.6, -0.5], [0.1, 0.2, -0.1], [0.2, -0.1, 0.1]]}


# 5
{"formula": "C13H10IO2", "method": "ωB97M-V with the def2-TZVPD basis set", "fmax_ev_per_a": 7.0, "charge": -1, "e_tot_ha": -949.34501, "symbols": ["C", "C", "C", "C", "C", "C", "C", "C", "C", "C", "O", "C", "C", "C", "O", "H", "H", "H", "H", "H", "H", "H", "H", "H", "H", "I"], "xyz": [[-0.759, 0.270, 2.822], [-1.856, 1.036, 2.349], [-2.168, 1.065, 0.788], [-1.179, 0.035, 0.127], [-1.620, -1.401, 0.177], [-0.797, -2.476, -0.378], [0.511, -2.058, -0.988], [0.962, -0.637, -1.022], [0.087, 0.459, -0.454], [0.571, 1.914, -0.523], [0.188, 2.839, 0.176], [1.697, 2.211, -1.566], [2.521, 1.236, -2.055], [2.328, -0.237, -1.612], [3.192, -1.104, -1.665], [-0.832, -0.854, 2.820], [0.214, 0.716, 3.152], [-2.463, 1.599, 3.104], [-2.054, 2.106, 0.400], [-3.211, 0.666, 0.579], [-2.585, -1.688, 0.659], [-1.143, -3.529, -0.310], [1.204, -2.866, -1.456], [1.878, 3.249, -1.953], [3.340, 1.455, -2.790], [1.972, -4.006, -0.385]], "forces_ev_per_a": [[-0.9, 0.0, -0.3], [1.0, -0.5, -0.2], [-0.7, -2.6, 1.0], [0.2, -0.1, -0.4], [2.5, -0.4, -1.4], [0.2, 4.1, 0.4], [-1.6, 2.8, -1.1], [-1.7, 0.7, 0.5], [-0.5, -2.7, 0.1], [0.8, -0.3, -0.6], [-0.1, -0.7, -0.4], [0.7, -1.1, -0.7], [-0.9, -0.1, 0.7], [-1.4, -1.1, 0.8], [-0.1, 1.4, -0.7], [1.0, 1.2, -1.8], [-1.6, -0.3, 1.6], [1.3, 1.1, -1.2], [0.0, -0.9, 0.6], [0.9, 0.8, 0.0], [0.8, 0.6, -0.5], [0.6, 0.9, -0.2], [-2.7, 3.4, -1.6], [-0.5, -0.9, 0.9], [-0.8, -0.3, 0.9], [3.5, -5.0, 3.4]]}


# 6
{"formula": "C8H16NO2", "method": "ωB97M-V with the def2-TZVPD basis set", "fmax_ev_per_a": 5.8, "charge": -1, "relative_energy_ev": 1.515, "symbols": ["C", "C", "C", "C", "C", "C", "C", "C", "N", "O", "O", "H", "H", "H", "H", "H", "H", "H", "H", "H", "H", "H", "H", "H", "H", "H", "H"], "xyz": [[0.124, 1.330, -0.966], [-1.299, 1.360, -0.348], [-0.924, 0.548, 0.937], [1.936, -0.342, -0.554], [-2.376, 0.625, -1.103], [-0.131, 1.237, 2.040], [2.220, -1.607, 0.165], [2.740, -0.036, -1.580], [0.778, 0.296, -0.194], [-1.976, -3.190, 1.104], [-1.590, -0.498, 1.184], [0.239, 0.998, -2.052], [0.821, 2.244, -0.900], [-1.643, 2.408, -0.308], [-3.205, 0.650, -0.548], [-1.994, -0.461, -1.106], [-2.424, 0.976, -2.075], [-0.794, 1.762, 2.777], [0.444, 2.072, 1.419], [0.601, 0.717, 2.505], [2.031, -2.528, -0.327], [1.622, -1.625, 1.101], [3.310, -1.710, 0.528], [-1.939, -2.178, 0.949], [3.599, -0.626, -1.776], [2.722, 0.917, -2.067], [-2.892, -3.340, 1.195]], "forces_ev_per_a": [[2.7, -0.6, -1.3], [1.6, 0.6, -0.4], [-0.9, -1.7, 0.9], [-2.3, 0.6, -0.1], [4.9, -3.0, -0.1], [-1.6, 4.7, -2.9], [1.4, -0.1, 3.2], [0.5, 1.1, -0.7], [-0.2, -1.0, 0.4], [1.3, 2.0, -0.6], [0.9, 1.6, 0.1], [-0.7, 0.6, 0.6], [-1.5, -0.2, -0.1], [0.3, -0.2, 1.0], [-3.6, 0.1, 1.7], [-0.9, 1.4, -0.4], [-0.6, 0.8, -1.9], [0.3, -0.5, -0.5], [-1.1, -1.3, 1.7], [1.9, -2.2, 1.3], [-0.5, -0.6, -0.9], [0.2, -0.1, -0.5], [-1.3, 0.4, -0.7], [0.4, -1.6, 0.5], [0.7, -0.6, -0.1], [-0.3, 0.4, -0.4], [-1.6, -0.4, 0.2]]}